(1)
A molecular structure, C47H50ClN4OSSb2Y. Source: the Open Molecules 2025 dataset; level of theory: ωB97M-V/def2-TZVPD.

Summary:
Largest force on an atom ... 0.3 eV/Å
Total charge ... +2
Kohn-Sham gap ... 6.909 eV

The geometry in XYZ format:
```
107
Properties=species:S:1:pos:R:3:lowdin_charge:R:1
Y 0.34 0.19 -0.25 1.111
N 1.15 -2.20 -0.37 0.015
C 2.44 -2.28 -1.01 -0.243
C 2.82 -3.32 -1.82 0.008
C 4.10 -3.32 -2.43 -0.034
C 4.98 -2.30 -2.19 0.000
C 4.61 -1.22 -1.36 -0.133
C 5.46 -0.13 -1.06 0.035
C 5.02 0.88 -0.25 -0.007
C 3.70 0.84 0.22 -0.132
N 2.86 -0.14 -0.04 -0.026
C 3.32 -1.19 -0.80 -0.186
H 0.49 -2.81 -0.84 0.062
H 1.19 -2.51 0.60 0.069
H 2.14 -4.15 -1.99 0.125
H 4.37 -4.15 -3.07 0.121
H 5.97 -2.31 -2.64 0.129
H 6.47 -0.12 -1.47 0.135
H 5.65 1.71 0.01 0.122
H 3.30 1.65 0.83 0.114
C -3.84 -2.43 1.31 -0.359
C -3.56 -3.47 0.22 -0.367
C -3.66 -2.92 -1.20 -0.354
Sb -2.17 -1.55 -1.95 1.388
C -1.83 -2.53 -3.80 -0.418
C -1.90 -1.85 -5.01 -0.152
C -1.64 -2.52 -6.20 -0.065
C -1.30 -3.87 -6.18 -0.067
C -1.23 -4.55 -4.98 -0.077
C -1.50 -3.88 -3.79 -0.153
C -3.50 -0.01 -2.52 -0.394
C -4.55 -0.27 -3.40 -0.122
C -5.46 0.73 -3.71 -0.060
C -5.34 1.99 -3.14 -0.062
C -4.30 2.26 -2.26 -0.086
C -3.38 1.26 -1.95 -0.154
Sb -2.17 -1.14 1.74 1.415
C -3.15 0.26 2.99 -0.389
C -2.47 0.94 4.01 -0.166
C -3.12 1.92 4.75 -0.075
C -4.44 2.24 4.49 -0.070
C -5.12 1.58 3.48 -0.074
C -4.48 0.60 2.73 -0.129
C -1.28 -2.44 3.18 -0.397
C -1.48 -2.31 4.55 -0.123
C -0.88 -3.20 5.44 -0.080
C -0.08 -4.23 4.96 -0.082
C 0.11 -4.38 3.60 -0.082
C -0.49 -3.49 2.71 -0.161
H -4.06 -2.90 2.26 0.068
H -4.71 -1.82 1.03 0.052
H -4.30 -4.26 0.32 0.116
H -2.59 -3.96 0.39 0.086
H -4.61 -2.39 -1.33 0.061
H -3.66 -3.74 -1.93 0.056
H -2.17 -0.80 -5.04 0.082
H -1.70 -1.99 -7.14 0.113
H -1.10 -4.39 -7.11 0.112
H -0.98 -5.60 -4.96 0.109
H -1.46 -4.44 -2.85 0.091
H -4.66 -1.25 -3.85 0.108
H -6.27 0.52 -4.40 0.114
H -6.06 2.76 -3.38 0.113
H -4.20 3.24 -1.82 0.104
H -2.56 1.49 -1.27 0.060
H -1.44 0.71 4.21 0.049
H -2.58 2.43 5.55 0.112
H -4.95 3.00 5.08 0.114
H -6.16 1.82 3.27 0.115
H -5.04 0.09 1.95 0.092
H -2.11 -1.53 4.94 0.092
H -1.05 -3.10 6.50 0.114
H 0.37 -4.93 5.66 0.112
H 0.71 -5.20 3.22 0.109
H -0.35 -3.64 1.65 0.074
C -2.73 3.29 1.14 0.039
C -1.31 2.88 1.25 -0.426
C -0.39 3.71 2.08 0.013
O -0.90 1.87 0.67 -0.201
H -2.83 4.37 1.15 0.111
H -3.24 2.90 2.03 0.080
H -3.20 2.85 0.26 0.068
H -0.85 3.93 3.04 0.106
H -0.27 4.67 1.57 0.110
H 0.58 3.24 2.21 0.063
Cl 0.44 0.21 -3.42 0.695
C -0.18 1.87 -3.31 -0.567
C -1.08 2.31 -4.25 -0.100
C -1.58 3.60 -4.13 -0.077
C -1.17 4.40 -3.06 -0.068
C -0.24 3.93 -2.15 -0.044
C 0.31 2.64 -2.25 -0.368
C 1.31 2.08 -1.32 -0.285
H -1.40 1.66 -5.05 0.110
H -2.29 3.97 -4.85 0.115
H -1.55 5.40 -2.97 0.111
H 0.12 4.58 -1.36 0.112
H 1.68 2.84 -0.62 0.052
H 2.17 1.71 -1.88 0.040
N 1.66 -1.10 4.69 0.146
C 1.81 -0.88 3.39 -0.844
N 2.68 -1.65 2.72 0.139
S 0.88 0.35 2.64 0.643
H 2.16 -1.82 5.18 0.130
H 0.95 -0.60 5.19 0.108
H 3.26 -2.32 3.21 0.129
H 2.99 -1.32 1.83 0.061
```

(2)
A molecular structure, C47H51BiN7O2. Source: the Open Molecules 2025 dataset; level of theory: ωB97M-V/def2-TZVPD.

Summary:
Largest force on an atom ... 0.5 eV/Å
Total charge ... -1
Kohn-Sham gap ... 6.659 eV

The geometry in XYZ format:
```
108
Properties=species:S:1:pos:R:3:lowdin_charge:R:1
Bi 0.03 -0.10 -0.11 1.921
C -0.43 -0.01 -3.94 -0.208
C -1.72 -0.82 -3.77 -0.165
C -2.18 -1.03 -2.31 -0.241
N -1.91 0.13 -1.50 -0.140
C -2.44 1.30 -1.73 -0.267
C -3.69 1.45 -2.39 -0.038
C -4.31 2.53 -2.96 -0.098
C -3.78 3.80 -3.21 -0.133
C -2.53 4.23 -2.83 -0.105
C -1.60 3.64 -1.98 -0.033
C -1.62 2.43 -1.24 -0.246
N -0.75 2.18 -0.28 -0.049
C 0.15 3.26 0.10 -0.241
C 0.64 3.28 1.55 -0.155
C 1.30 1.95 1.96 -0.245
N 1.68 1.25 0.77 -0.182
C 2.88 1.31 0.21 -0.258
C 3.95 2.04 0.77 -0.055
C 5.32 1.97 0.52 -0.130
C 6.03 1.07 -0.23 -0.148
C 5.47 0.06 -1.04 -0.108
C 4.18 -0.09 -1.45 -0.043
C 3.01 0.70 -1.14 -0.264
N 2.00 0.87 -1.93 0.004
C 2.00 0.36 -3.29 -0.235
C 0.89 -0.69 -3.54 -0.192
H -0.35 0.29 -4.99 0.110
H -0.52 0.91 -3.36 0.091
H -2.51 -0.29 -4.30 0.097
H -1.62 -1.80 -4.24 0.108
H -3.25 -1.31 -2.31 0.107
H -1.63 -1.85 -1.86 0.050
H -4.25 0.52 -2.41 0.101
H -5.31 2.35 -3.33 0.101
H -4.38 4.47 -3.81 0.084
H -2.22 5.18 -3.25 0.098
H -0.67 4.19 -1.91 0.088
H 1.03 3.20 -0.55 0.116
H -0.34 4.22 -0.07 0.104
H 1.38 4.08 1.59 0.108
H -0.16 3.55 2.24 0.079
H 2.13 2.13 2.65 0.103
H 0.58 1.31 2.48 0.091
H 3.67 2.74 1.56 0.086
H 5.92 2.68 1.09 0.094
H 7.11 1.12 -0.18 0.079
H 6.18 -0.68 -1.43 0.098
H 3.98 -0.94 -2.09 0.098
H 1.79 1.21 -3.94 0.113
H 2.97 -0.04 -3.60 0.095
H 1.21 -1.36 -4.34 0.109
H 0.76 -1.30 -2.65 0.052
N -2.28 2.13 2.64 0.132
C -3.37 1.90 1.80 -0.271
C -4.28 2.93 1.54 -0.040
C -5.44 2.68 0.83 -0.105
C -5.71 1.41 0.36 -0.117
C -4.81 0.38 0.62 -0.063
C -3.64 0.61 1.33 -0.162
C -2.84 -0.57 1.80 -0.214
C -3.59 -1.44 2.60 -0.052
C -3.05 -2.58 3.15 -0.095
C -1.72 -2.87 2.91 -0.091
C -0.97 -2.01 2.12 -0.148
C -1.47 -0.83 1.55 -0.238
H -1.97 3.09 2.64 0.065
H -1.53 1.47 2.52 0.047
H -4.08 3.92 1.93 0.104
H -6.14 3.49 0.64 0.096
H -6.61 1.21 -0.21 0.095
H -5.03 -0.62 0.28 0.119
H -4.62 -1.19 2.79 0.110
H -3.66 -3.24 3.76 0.095
H -1.26 -3.76 3.32 0.098
H 0.07 -2.26 1.95 0.054
N 0.96 -3.84 -1.36 -0.014
C 1.20 -4.99 -2.02 -0.126
C -0.02 -5.56 -2.30 -0.100
C -0.95 -4.66 -1.75 -0.186
N -0.34 -3.63 -1.18 0.020
H 1.66 -3.24 -0.90 0.075
H 2.21 -5.33 -2.22 0.109
H -0.21 -6.48 -2.82 0.077
H -2.03 -4.73 -1.74 0.093
C 4.78 -4.63 6.10 -0.063
C 4.30 -4.03 4.81 -0.282
C 3.71 -4.81 3.82 -0.025
C 3.22 -4.25 2.64 -0.196
C 2.58 -5.17 1.63 -0.039
C 3.30 -2.87 2.45 -0.037
C 3.91 -2.07 3.43 -0.193
C 4.03 -0.58 3.25 -0.026
C 4.40 -2.66 4.58 -0.022
C 2.58 -2.23 1.27 -0.580
O 2.78 -2.68 0.11 -0.042
O 1.76 -1.33 1.57 -0.143
H 4.75 -5.72 6.07 0.067
H 4.14 -4.29 6.93 0.076
H 5.80 -4.32 6.32 0.073
H 3.63 -5.88 3.97 0.106
H 2.72 -6.21 1.92 0.070
H 3.02 -5.01 0.65 0.067
H 1.51 -4.98 1.55 0.086
H 4.54 -0.34 2.32 0.081
H 4.58 -0.14 4.08 0.075
H 3.04 -0.13 3.21 0.068
H 4.87 -2.03 5.33 0.111
```

(3)
A molecular structure, C47H51Cl2N6O5RuS at a distorted geometry. Source: the Open Molecules 2025 dataset; level of theory: ωB97M-V/def2-TZVPD.

Summary:
Multiplicity ... 6
Largest force on an atom ... 4.9 eV/Å
Total charge ... -2
Kohn-Sham gap (alpha / beta) ... 4.453 / 5.608 eV

The geometry in XYZ format:
```
113
Properties=species:S:1:pos:R:3:mulliken_spin:R:1
Ru 1.90 2.35 2.24 2.784
N 2.60 -5.17 8.52 0.000
C 2.20 -4.37 7.55 0.000
C 1.01 -3.58 7.96 0.000
C 0.75 -2.47 7.27 0.000
C 1.49 -2.23 6.09 0.002
C 2.61 -3.01 5.69 0.000
C 2.94 -4.17 6.38 0.000
S 0.71 -1.01 5.07 0.002
O 0.24 0.07 5.96 0.001
O -0.22 -1.82 4.32 0.001
N 1.75 -0.17 4.14 0.031
C 2.56 0.71 4.70 -0.081
N 2.24 2.02 4.61 0.040
C 2.74 2.82 5.67 0.049
C 4.06 2.51 6.12 0.003
C 4.30 1.18 6.13 0.016
N 3.55 0.19 5.51 0.004
H 1.98 -5.38 9.31 0.000
H 3.45 -5.74 8.49 0.000
H 0.40 -4.00 8.78 0.000
H 0.03 -1.71 7.58 0.000
H 3.03 -2.60 4.78 -0.001
H 3.69 -4.91 6.08 0.000
H 2.12 3.67 5.89 0.003
H 4.81 3.22 6.55 0.001
H 5.15 0.86 6.73 0.002
C -1.17 -2.43 0.69 -0.001
C -1.91 -1.20 0.24 -0.021
C -3.42 -1.51 0.34 0.001
C -1.48 -0.05 1.20 0.006
C -2.22 0.20 2.41 0.051
C -1.70 0.99 3.38 -0.002
C -0.48 1.67 3.25 0.050
C 0.16 1.45 2.05 0.028
C -7.63 4.67 -1.48 0.000
C -7.78 4.95 -3.00 0.001
C -6.49 4.43 -0.76 0.000
C -0.44 0.84 0.91 -0.374
N 0.23 1.23 -0.33 0.404
C -0.50 1.14 -1.46 0.159
C 0.16 0.76 -2.74 0.130
N 1.46 0.81 -2.94 0.253
C 2.15 0.30 -3.91 -0.026
C 2.91 1.18 -4.84 0.025
C 4.07 0.58 -5.34 -0.001
C 4.37 -0.75 -5.19 0.002
C 3.50 -1.59 -4.54 0.003
C 2.32 -1.17 -3.91 0.012
C 1.30 -2.16 -3.32 0.006
C 1.70 -3.60 -3.78 0.002
C 1.21 -2.23 -1.80 -0.013
C 2.55 2.54 -5.38 -0.005
C 1.46 3.21 -4.71 0.013
C 2.43 2.70 -6.93 0.000
C -0.98 0.67 -3.72 -0.007
C -1.02 0.30 -5.06 0.003
C -2.34 0.10 -5.55 0.004
C -3.48 0.51 -4.92 0.009
C -3.47 0.89 -3.54 -0.017
C -4.50 1.33 -2.74 0.029
C -4.26 1.85 -1.48 -0.006
C -2.96 1.88 -0.92 0.030
C -1.92 1.39 -1.69 0.004
C -2.16 0.93 -3.06 -0.006
H -1.49 -3.35 0.25 0.000
H -1.36 -2.60 1.81 0.002
H -0.10 -2.28 0.66 0.002
H -1.72 -0.98 -0.83 0.035
H -3.97 -0.64 0.06 -0.001
H -3.66 -1.81 1.35 0.001
H -3.60 -2.35 -0.36 0.000
H -3.23 -0.16 2.40 0.008
H -2.23 1.02 4.31 0.001
H -0.17 2.47 3.96 -0.010
H -8.63 4.65 -0.94 0.000
H -7.91 6.01 -3.34 0.000
H -8.71 4.49 -3.35 0.000
H -6.86 4.57 -3.52 0.000
H 2.47 4.76 1.72 0.002
H -6.53 3.69 0.02 0.000
H -5.56 5.07 -0.84 0.000
H 4.73 1.24 -5.88 0.000
H 5.17 -1.18 -5.74 0.000
H 3.66 -2.66 -4.49 0.000
H 0.34 -2.02 -3.82 0.001
H 2.63 -3.94 -3.31 0.000
H 1.83 -3.61 -4.91 0.000
H 0.89 -4.36 -3.59 0.000
H 2.24 -2.48 -1.42 -0.001
H 0.53 -2.97 -1.34 -0.007
H 0.88 -1.26 -1.45 0.005
H 3.56 2.96 -5.20 -0.001
H 0.52 2.63 -4.95 -0.001
H 1.36 4.20 -5.11 0.001
H 1.40 3.34 -3.65 -0.001
H 1.41 2.51 -7.37 0.000
H 3.17 1.97 -7.35 0.000
H 2.61 3.78 -7.14 0.000
H -0.15 0.20 -5.72 0.000
H -2.41 -0.22 -6.60 0.001
H -4.44 0.50 -5.46 0.005
H -5.53 1.21 -3.16 0.006
H -5.18 2.24 -1.01 0.002
H -2.82 2.33 0.08 0.009
Cl -0.05 -5.39 -0.03 0.000
C 1.40 -5.51 1.07 0.000
Cl 0.69 -5.35 2.66 0.000
H 2.05 -4.66 0.85 0.000
H 1.95 -6.44 1.08 0.000
O 3.74 0.39 1.99 0.724
O 3.51 1.63 1.71 0.408
O 1.86 4.32 2.36 0.205
```

The evaluated M for the records listed, in turn: 1086.89; 954.95; 984.00 Da.
The evaluated energy for the records listed, in turn: -95025.2631; -69932.7403; -107192.3742 eV.
The evaluated ΔE to the lowest compared entry with this formula, charge and spin for the records listed, in turn: 0.0; 41.6; 0.0 kJ/mol.